No. 1
Entry from the Open Molecules 2025 dataset: a structure of composition C39H32BeN6PS in a non-equilibrium geometry (ωB97M-V/def2-TZVPD).

The geometry in XYZ format:
```
80
Properties=species:S:1:pos:R:3:forces:R:3
Be -0.993063 1.089708 0.857281 -0.58 0.08 -0.61
C -4.011108 2.640286 4.741310 -0.23 -0.20 -0.69
N -3.406457 3.283999 3.562241 -0.26 1.96 -1.68
C -3.833726 4.565453 3.000044 -0.94 -2.00 2.82
C -3.026404 4.897564 2.048313 2.52 -0.94 -1.69
N -2.015700 3.849656 1.896382 -4.12 0.75 1.71
C -2.407726 2.843074 2.764646 1.44 -0.24 0.80
S -1.567698 1.382757 2.952331 -0.23 -0.01 0.06
C -0.992177 3.928132 1.001563 1.51 -0.86 -1.69
C -0.465019 5.214330 0.723526 -0.71 -0.95 -0.47
C 0.461579 5.372031 -0.277069 0.87 -2.63 0.60
C 0.987411 4.149881 -0.827310 -0.48 1.57 -0.12
C 0.529974 2.927683 -0.419336 -1.18 0.33 0.55
N -0.550699 2.779079 0.424340 1.72 1.44 0.57
H -3.698997 3.097982 5.688389 0.03 0.02 -0.45
H -3.740259 1.589051 4.724012 0.19 -0.02 0.06
H -5.097673 2.684872 4.614286 0.21 0.15 0.20
H -4.704687 5.083935 3.364289 0.03 -0.13 0.09
H -3.095849 5.684396 1.347416 0.08 0.63 -0.41
H -0.912421 6.030350 1.245111 0.12 0.51 0.31
H 0.963393 6.301922 -0.426643 -0.11 0.55 -0.53
H 1.697589 4.185648 -1.639912 0.34 0.02 0.21
H 0.992985 2.026874 -0.781031 -0.19 -0.34 -0.17
C -0.087627 -4.397295 -3.253146 -0.83 -0.03 0.31
C 0.833983 -3.473358 -3.708107 -0.57 0.08 0.88
C 0.561163 -2.132373 -3.446639 0.97 -0.54 -1.13
C -0.614822 -1.689898 -2.861688 0.58 0.89 -0.04
C -1.535246 -2.634284 -2.491547 -1.33 -0.63 0.51
C -1.299265 -3.986653 -2.702816 1.34 1.05 -0.70
P -0.644788 0.101932 -2.459671 1.29 -0.01 1.66
C -0.567718 0.974636 -4.038989 -0.74 -0.58 -1.38
C -0.005665 2.244574 -4.023646 0.27 0.62 -0.02
C 0.377562 2.906898 -5.212389 -1.01 -1.18 0.37
C -0.011701 2.341395 -6.420575 -0.48 -1.04 -0.49
C -0.670685 1.066329 -6.470710 -0.75 1.08 0.03
C -0.923529 0.367996 -5.284981 1.05 0.68 0.43
C -2.211878 0.354851 -1.572923 -0.80 -0.32 -1.64
C -3.326545 0.083109 -2.414627 0.37 0.10 0.66
C -4.567481 -0.071570 -1.866986 -0.83 0.30 0.51
C -4.719754 0.212881 -0.509579 -1.81 -0.35 0.64
C -3.664351 0.655950 0.236984 0.53 0.09 0.85
C -2.336501 0.656044 -0.202884 0.40 -0.06 -0.76
H 0.076122 -5.450762 -3.260863 0.31 -0.61 -0.52
H 1.735015 -3.832885 -4.177763 0.23 0.31 -0.05
H 1.313577 -1.442667 -3.788002 0.09 0.51 0.08
H -2.474592 -2.365312 -2.008414 0.15 0.18 -0.23
H -2.061477 -4.693372 -2.576744 -0.91 -0.92 0.70
H 0.094513 2.734511 -3.038377 0.37 -0.29 -0.70
H 0.926675 3.826958 -5.187505 0.00 0.40 0.05
H 0.154873 2.872544 -7.367856 0.05 -0.27 0.50
H -1.177025 0.747549 -7.417751 1.04 0.08 0.84
H -1.273197 -0.667266 -5.282154 -0.21 0.43 -0.13
H -3.225358 -0.057184 -3.483112 0.31 -0.05 -0.04
H -5.425870 -0.332963 -2.472047 0.02 -0.12 0.00
H -5.689977 0.065187 0.054320 0.98 0.31 -1.12
H -3.857002 0.977120 1.256564 -0.11 -0.25 0.11
N 3.662470 -3.955443 2.129190 0.18 -0.68 0.70
C 4.641852 -4.500481 3.024073 -1.11 2.12 -1.44
C 5.248901 -5.735977 3.110888 1.15 -1.52 0.53
C 6.167835 -5.884529 4.168896 -0.86 0.23 0.41
C 6.391463 -4.790258 5.046444 1.28 -0.39 -0.36
C 5.889913 -3.516264 4.871572 -1.02 -0.45 0.56
C 4.943913 -3.390605 3.845667 -0.96 -0.02 0.32
N 4.073542 -2.331224 3.601901 -0.50 0.06 -1.77
C 3.318296 -2.688096 2.544000 2.17 -0.60 1.46
C 2.329663 -1.809467 1.883764 -1.21 -0.35 0.78
C 1.200384 -2.272701 1.149222 0.83 0.32 0.44
C 0.286658 -1.342397 0.657339 -0.17 0.71 -0.04
N 0.363363 -0.007236 0.971672 0.46 -0.77 1.09
C 1.368979 0.399199 1.809400 -0.92 -2.17 -1.41
C 2.353408 -0.459189 2.235121 1.35 1.02 -0.39
H 3.090965 -4.505470 1.519512 0.02 -0.21 -0.31
H 5.082792 -6.603649 2.443924 -0.21 0.84 0.36
H 6.616083 -6.863229 4.481690 -0.44 1.03 -0.84
H 7.128327 -4.968961 5.821907 -0.22 0.10 0.20
H 5.997794 -2.750587 5.651912 0.23 -0.22 -0.68
H 1.040913 -3.352687 1.045332 -0.03 0.58 -0.35
H -0.561012 -1.646901 0.006280 0.68 0.31 0.64
H 1.309986 1.390644 2.144893 0.11 1.29 0.25
H 3.238812 0.014219 2.705843 -0.78 -0.81 0.14
```
Forces are in eV/Å.

Calculated values
gap between HOMO and LUMO: 6.38 eV
total charge: +1

***

No. 2
Entry from the Open Molecules 2025 dataset: a structure of composition C39H31Br2F2N6OSTc in a non-equilibrium geometry (ωB97M-V/def2-TZVPD).

The geometry in XYZ format:
```
83
Properties=species:S:1:pos:R:3:forces:R:3
Tc 0.687747 -0.928343 0.877915 0.56 0.47 -0.44
F 3.791698 -1.463832 5.318346 0.05 0.02 0.04
C 3.712445 -1.035465 4.064845 -0.16 -0.05 -0.20
C 2.525575 -1.228080 3.370144 -0.10 0.04 0.26
C 2.412750 -0.801971 2.055766 -0.45 -0.48 0.10
C 3.527770 -0.197256 1.431058 -0.13 -0.04 -0.22
C 4.686781 -0.002204 2.182268 -0.05 0.01 0.09
F 5.750463 0.591584 1.629820 -0.02 0.00 0.00
C 4.804280 -0.415307 3.493001 0.14 0.06 0.05
C 3.395124 0.065194 -0.003706 0.09 -0.02 0.03
C 4.366597 0.610935 -0.843318 0.05 0.06 -0.16
C 4.143993 0.666325 -2.207401 -0.03 -0.04 0.11
C 2.964133 0.146593 -2.726144 -0.01 0.03 -0.05
C 2.031497 -0.347861 -1.842282 -0.03 -0.03 -0.15
N 2.211459 -0.350537 -0.517095 -0.21 0.02 0.01
H 1.711758 -1.719824 3.888963 0.05 0.02 0.01
H 5.721756 -0.261861 4.044913 -0.01 0.01 -0.02
H 5.290798 0.986174 -0.437723 0.01 -0.05 0.06
H 4.894902 1.089575 -2.861302 0.00 -0.01 0.01
H 2.770173 0.134090 -3.789636 0.00 -0.04 0.02
H 1.096942 -0.768360 -2.194799 -0.03 0.02 0.05
Br -4.822125 -3.844933 -2.004280 0.11 0.07 0.11
C -3.344109 -3.020036 -1.202546 -0.03 -0.12 -0.04
C -3.488686 -1.829191 -0.500507 -0.04 0.07 -0.06
C -2.355887 -1.235977 0.014104 -0.03 0.05 0.00
N -1.134244 -1.763834 -0.116919 0.41 -0.16 0.40
C -1.001680 -2.951839 -0.728970 -0.09 0.03 -0.04
C -2.089188 -3.601004 -1.297415 0.03 -0.05 -0.08
C 0.362250 -3.520310 -0.704446 0.10 -0.02 0.07
C 0.710539 -4.659661 -1.407960 -0.11 -0.10 -0.06
C 2.003726 -5.152582 -1.315020 0.07 -0.01 0.00
Br 2.506011 -6.692852 -2.245439 -0.05 0.12 0.05
C 2.912346 -4.479916 -0.510735 0.02 -0.09 -0.07
C 2.490682 -3.353685 0.163337 0.01 0.07 0.13
N 1.244771 -2.862531 0.079805 -0.02 -0.07 -0.15
H -4.463452 -1.381108 -0.364556 0.04 0.02 0.00
H -2.410463 -0.290070 0.536324 0.00 -0.03 0.05
H -1.976644 -4.553453 -1.794566 0.00 0.02 0.02
H -0.009876 -5.173527 -2.027488 0.01 0.02 0.00
H 3.931803 -4.825722 -0.412227 -0.02 0.01 0.05
H 3.167237 -2.825082 0.820683 0.01 0.03 -0.05
N -1.019306 0.485251 3.437486 0.01 0.08 -0.17
C -1.095768 -0.893254 3.457126 0.06 -0.30 0.03
C -1.876595 -1.455731 4.478340 -0.01 0.08 0.05
C -1.969215 -2.818203 4.598278 0.06 -0.01 -0.10
C -1.265323 -3.614606 3.692587 -0.07 -0.09 0.12
C -0.539076 -2.996415 2.714471 -0.01 0.04 -0.02
N -0.454423 -1.649150 2.564269 -0.02 -0.03 0.14
C -0.323137 1.406979 2.681000 0.06 -0.03 0.10
C -0.352867 2.725906 3.160341 -0.06 0.03 0.02
C 0.316450 3.714012 2.487879 -0.03 -0.10 -0.05
C 0.982762 3.374850 1.309574 0.00 0.12 0.00
C 0.949234 2.073519 0.893258 0.07 0.07 -0.04
N 0.333860 1.067347 1.565263 -0.26 0.17 0.14
H -1.492348 0.905028 4.219756 -0.02 0.05 0.06
H -2.390245 -0.805492 5.175204 0.00 0.00 -0.02
H -2.569477 -3.261884 5.381370 0.03 0.02 0.01
H -1.279969 -4.693142 3.758515 0.01 0.02 -0.02
H 0.027277 -3.582795 2.006791 -0.02 0.03 -0.02
H -0.898130 2.947567 4.068803 0.05 -0.02 0.01
H 0.320096 4.728052 2.864848 0.01 -0.01 0.00
H 1.529751 4.111919 0.739199 -0.02 -0.03 -0.02
H 1.428090 1.799181 -0.031322 0.06 -0.09 0.04
C -4.120263 6.352913 -3.865503 -0.01 0.48 -0.25
C -3.308438 5.170455 -3.481934 1.22 -0.10 -0.73
C -3.712040 4.290322 -2.465445 -0.29 1.10 -0.47
C -2.932797 3.167416 -2.122629 1.90 -1.42 -0.33
C -1.754278 2.891787 -2.823747 -0.98 -0.40 0.66
C -1.307012 3.772434 -3.804316 0.11 -0.53 0.24
C -2.083942 4.902618 -4.136603 -1.76 1.03 0.48
S -0.855228 1.334345 -2.609479 -0.21 -0.19 0.07
C -2.116739 0.316628 -3.429869 0.21 0.27 0.00
O -0.893226 0.967284 -1.164800 -0.08 0.16 -0.09
H -5.086757 6.373533 -3.369453 -0.02 -0.01 -0.02
H -4.267596 6.383211 -4.948816 -0.10 -0.08 0.11
H -3.584574 7.277817 -3.623033 -0.08 -0.11 0.10
H -4.645320 4.470844 -1.945672 -0.03 0.00 0.01
H -3.252653 2.493386 -1.334616 0.00 0.03 -0.01
H -0.376608 3.579398 -4.327002 0.02 0.03 -0.02
H -1.744448 5.574585 -4.917006 0.00 -0.02 0.03
H -3.089212 0.502985 -2.977765 0.00 -0.04 0.06
H -1.831203 -0.726988 -3.302236 0.08 0.03 -0.02
H -2.130948 0.583861 -4.487951 -0.01 -0.09 0.01
```
Forces are in eV/Å.

Calculated values
gap between HOMO and LUMO (alpha / beta): 6.54 / 2.35 eV
multiplicity: 2
total charge: +3
⟨S²⟩: 0.77

***

No. 3
Entry from the Open Molecules 2025 dataset: a structure of composition C13H29N5O9PS3 in a non-equilibrium geometry (ωB97M-V/def2-TZVPD).

The geometry in XYZ format:
```
60
Properties=species:S:1:pos:R:3:forces:R:3
C 0.169230 -2.147891 2.459921 0.15 -0.07 -0.91
C -1.097860 -1.795728 1.739991 -0.43 -0.59 -0.07
O -2.051140 -2.524020 1.696190 0.29 0.26 0.08
N -1.060808 -0.520189 1.050197 -0.63 -0.48 0.17
C -0.638810 -0.675909 -0.342349 0.00 -0.03 -0.70
C 0.723975 -0.112843 -0.635393 -0.70 -0.25 0.73
O -1.293624 -1.249638 -1.175658 0.25 0.16 0.65
S -2.406416 0.538646 1.297816 -0.21 1.16 0.35
O -1.822231 1.640576 2.007360 0.24 -0.13 0.18
O -2.884453 0.854561 -0.027688 -0.19 -0.48 -0.12
N -3.419623 -0.214994 2.258719 -0.11 0.07 -0.94
S -4.873075 -0.570406 1.661876 -0.46 0.30 0.78
O -5.563692 -1.420691 2.591962 0.49 -0.39 0.18
O -5.644830 0.576688 1.252001 0.35 0.23 -0.53
P -4.593353 -1.825089 -0.124545 -0.11 -0.83 0.09
S -5.396914 -3.593727 0.060704 -0.18 -0.07 -0.08
H 0.152764 -1.768374 3.471153 -0.02 0.12 0.27
H 0.995529 -1.705875 1.912799 0.25 0.29 0.16
H 0.294566 -3.219962 2.415562 -0.17 -0.34 0.33
H 1.404244 -0.955989 -0.640511 0.31 -0.14 -0.26
H 1.033221 0.531824 0.168250 0.13 0.36 0.04
H 0.714042 0.389332 -1.587762 0.14 0.06 -0.34
H -5.148834 -1.081593 -1.173389 0.16 0.27 0.08
H -3.223683 -1.924487 -0.346676 0.04 0.45 -0.12
C -2.208287 -5.571843 1.585618 -0.12 0.37 -0.02
O -1.021477 -5.314511 1.505507 0.28 -0.21 0.01
N -2.694481 -6.823924 1.703897 -0.18 -0.23 0.04
C -4.117804 -7.079212 1.790097 0.17 -0.09 0.02
C -1.763684 -7.934540 1.743108 0.00 0.22 -0.03
H -2.991334 -4.799132 1.567243 0.07 0.03 -0.02
H -4.355678 -7.580722 2.731846 -0.08 -0.01 -0.01
H -4.438595 -7.714630 0.961092 -0.09 0.01 0.01
H -4.664645 -6.140018 1.742632 0.03 0.05 -0.03
H -1.082288 -7.825382 2.588313 0.05 -0.05 -0.01
H -1.166375 -7.957514 0.830414 0.05 -0.05 0.02
H -2.314411 -8.867191 1.839510 -0.05 -0.01 0.00
C 3.727027 2.010243 -1.121336 -0.08 0.15 0.28
O 3.320692 0.979680 -0.623672 0.24 -0.14 -0.06
N 4.340351 2.064858 -2.325985 0.06 -0.02 -0.14
C 4.813636 3.303020 -2.893540 0.03 -0.24 -0.10
C 4.525353 0.827668 -3.064160 -0.10 0.03 0.17
H 3.612831 2.983333 -0.617857 0.05 -0.02 -0.14
H 4.318997 3.501352 -3.848551 0.04 0.09 0.00
H 5.893464 3.258161 -3.060508 0.00 0.09 -0.03
H 4.599922 4.116163 -2.208782 -0.02 0.05 0.09
H 3.560480 0.361274 -3.265545 0.02 -0.05 -0.02
H 5.121985 0.126791 -2.479048 -0.01 -0.05 -0.04
H 5.029902 1.036671 -4.004388 0.01 0.05 -0.01
C 1.671165 5.606809 -0.162219 -0.44 -0.17 0.29
O 2.368821 4.677447 0.190474 0.35 0.26 -0.23
N 2.079414 6.694219 -0.847971 -0.02 0.13 -0.07
C 1.155432 7.749161 -1.213638 0.22 -0.04 -0.03
C 3.473315 6.822698 -1.224332 -0.07 -0.10 0.20
H 0.595820 5.637966 0.076582 -0.02 -0.02 -0.03
H 1.124584 7.864631 -2.299195 -0.06 0.05 0.00
H 1.467449 8.695787 -0.766940 -0.07 0.04 -0.02
H 0.156900 7.506613 -0.859192 -0.01 -0.03 0.02
H 3.765662 5.993392 -1.862563 0.08 -0.02 -0.09
H 4.107447 6.810207 -0.336635 0.05 0.00 -0.03
H 3.620184 7.756253 -1.760804 -0.03 0.03 -0.01
```
Forces are in eV/Å.

Calculated values
gap between HOMO and LUMO: 7.07 eV
total charge: -1

***

No. 4
Entry from the Open Molecules 2025 dataset: the molecule C4H6N2O in a non-equilibrium geometry (ωB97M-V/def2-TZVPD).

The geometry in XYZ format:
```
13
Properties=species:S:1:pos:R:3:forces:R:3
C 1.721636 0.991896 0.199369 -0.07 0.02 0.07
C 0.368823 0.328229 0.301506 -0.15 -0.14 -0.69
C -0.317259 -0.092412 -0.803964 0.12 -0.02 -0.47
C -1.482107 -0.733210 -0.364567 0.50 0.07 0.72
O -2.376153 -1.335887 -1.226285 0.11 0.07 0.73
N -1.637705 -0.724731 0.956299 2.55 1.25 0.97
N -0.349062 0.007958 1.391493 -0.72 -0.49 -1.07
H 2.214119 1.267558 1.136733 -0.30 -0.14 0.00
H 1.613499 1.899229 -0.405920 0.06 -0.12 0.18
H 2.395441 0.322288 -0.351458 -0.14 0.15 0.21
H -0.003372 0.029661 -1.820013 0.02 -0.03 -0.27
H -2.118065 -2.261341 -1.360632 -0.08 0.36 0.19
H 0.107986 0.272467 2.292946 -1.91 -1.00 -0.58
```
Forces are in eV/Å.

Calculated values
gap between HOMO and LUMO: 9.70 eV
SMILES: Cc1cc(O)n[nH]1
energy above the lowest of the compared OMol25 structures with the same formula, charge and spin: 2.0198 eV